Computed, not measured: 2 unconnected molecules or ions with the total composition C6H8N, with ωB97M-V with the def2-TZVPD basis set.

As for the charge: +1. For the HOMO-LUMO gap, the calculation gives 8.00 eV. For the total energy, the calculation gives -287.73638 Eh. The largest force on an atom comes out at 8.3 eV/Å. The value obtained for the relative energy (zero: lowest compared OMol25 entry of this formula, charge and spin) is 137.96 kcal/mol.

Each line ends with the Löwdin charge.
CARTESIAN COORDINATES (ANGSTROEM)
C -0.2449 1.3832 1.1211  -0.07
C 3.6780 -3.0854 0.0294  0.02
C 2.9227 -2.8828 0.9252  -0.01
C -0.9634 1.3406 -0.0843  0.10
C 0.5088 0.2744 1.3552  0.13
C -2.4756 1.5743 -1.9915  -0.06
N -1.5465 1.5813 -1.0730  0.12
H -0.4770 2.1133 1.8879  0.14
H 4.3970 -3.4372 -0.6726  0.03
H 2.1706 -2.5154 1.5178  -0.02
H 1.2848 0.3820 2.1320  0.10
H 0.7883 -0.6343 0.7389  0.11
H -3.3139 2.2168 -1.7633  0.12
H -2.0982 1.7697 -3.0031  0.13
H -2.9003 0.4693 -1.9310  0.18

Force components x, y, z for each atom (eV/Å):
C 0.27 -2.84 0.05
C 0.82 -0.71 -0.44
C 0.21 0.30 -0.77
C -2.04 2.08 -2.67
C 2.41 0.57 -0.04
C -4.17 -2.99 -3.90
N 5.05 -0.75 6.60
H 0.30 0.33 -0.38
H 0.01 0.16 -0.10
H -1.07 0.23 1.36
H -0.98 -0.27 0.34
H -1.19 1.40 0.17
H -0.06 0.41 0.15
H -0.09 -0.04 0.30
H 0.52 2.12 -0.68